DFT (wB97M-V/def2-TZVPD) results for C30H43GaN8O4PS2 as an isolated structure in a non-equilibrium geometry.

Computed properties:
LUMO level = 0.0866 Ha
total charge = -1
HOMO = -5.5 eV
gap between HOMO and LUMO = 0.28884 hartree
maximum force = 2.1 eV Å⁻¹

Positions of all 89 atoms, in Å:
C 2.92 4.96 -0.53
C 1.66 4.37 0.04
O 1.34 4.67 1.15
N 0.93 3.58 -0.84
C -0.36 3.25 -0.36
C -1.47 3.56 -1.31
O -0.60 2.73 0.68
Ga 1.77 1.88 -1.36
S 0.61 1.16 -3.24
C 3.72 1.99 -1.92
C 4.72 1.43 -0.95
N 4.82 1.67 0.27
P 1.49 0.17 0.24
O -0.08 -0.30 0.21
O 2.29 -1.17 -0.25
S 1.93 0.65 2.07
H 2.87 5.10 -1.60
H 3.76 4.30 -0.35
H 3.16 5.87 -0.03
H -1.38 2.83 -2.11
H -2.42 3.38 -0.85
H -1.40 4.54 -1.75
H 0.60 2.28 -3.99
H 3.79 1.37 -2.81
H 4.01 2.98 -2.24
H 5.45 0.74 -1.37
H 4.07 2.30 0.57
H -0.45 0.04 1.04
H 2.84 -1.44 0.50
N 3.10 9.57 -2.74
C 2.23 8.83 -3.51
C 1.48 8.06 -2.66
C 1.90 8.35 -1.34
C 2.90 9.28 -1.42
H 3.77 10.22 -3.10
H 2.23 8.92 -4.58
H 0.71 7.37 -2.96
H 1.52 7.91 -0.43
H 3.48 9.76 -0.65
N -6.21 1.13 1.08
C -5.15 1.75 1.68
C -4.07 1.64 0.84
C -4.50 0.93 -0.31
C -5.83 0.63 -0.13
H -7.13 1.05 1.48
H -5.24 2.21 2.65
H -3.08 2.03 1.03
H -3.91 0.67 -1.17
H -6.53 0.10 -0.76
N -4.06 4.55 6.25
C -3.07 4.88 5.37
C -2.71 3.74 4.69
C -3.52 2.69 5.19
C -4.34 3.22 6.15
H -4.51 5.19 6.88
H -2.70 5.89 5.29
H -1.95 3.67 3.93
H -3.50 1.66 4.87
H -5.10 2.76 6.76
N 0.54 -2.95 1.93
C -0.30 -2.57 2.94
C -0.14 -3.45 3.98
C 0.84 -4.40 3.58
C 1.23 -4.06 2.31
H 0.62 -2.48 1.04
H -0.93 -1.70 2.83
H -0.66 -3.41 4.92
H 1.21 -5.23 4.15
H 1.95 -4.51 1.64
N 0.47 -7.17 1.35
C 0.67 -8.52 1.34
C 0.49 -8.97 0.06
C 0.17 -7.85 -0.74
C 0.17 -6.75 0.09
H 0.54 -6.57 2.15
H 0.93 -9.05 2.25
H 0.58 -10.00 -0.26
H -0.04 -7.84 -1.79
H -0.02 -5.71 -0.12
N -0.43 -9.23 -4.45
C 0.27 -10.41 -4.46
C 1.30 -10.27 -5.36
C 1.22 -8.96 -5.90
C 0.15 -8.34 -5.32
H -1.24 -9.04 -3.89
H -0.02 -11.23 -3.84
H 2.03 -11.03 -5.60
H 1.88 -8.53 -6.64
H -0.26 -7.35 -5.45